Below is a molecular structure, C6H20B2GaN2O5 in a non-equilibrium geometry, with properties calculated with wB97M-V/def2-TZVPD.

ORCA input file:
```
! wB97M-V def2-TZVPD RIJCOSX def2/J DEFGRID3
* xyz -1 1
C -2.0849 1.1008 -0.0772
H -1.3632 0.7161 -0.7932
C 4.2972 -3.1588 -0.6939
O 4.8299 -2.0890 -0.3436
C 1.7489 -1.3795 -4.6123
H -1.4439 3.8769 1.4358
C -2.3536 2.5824 2.8896
H 0.8591 -1.9172 -4.3164
O 4.6075 -4.2923 -0.4501
H -1.1755 1.4606 4.2677
H 2.1746 -4.4224 -2.4669
C -2.0867 2.9899 1.4419
H -3.1824 0.5893 2.6123
C -3.4577 1.5493 3.0468
Ga 2.5863 -2.9691 -1.8995
O -1.3688 1.9624 0.8117
B 1.0751 -2.2403 -0.5723
H -3.0105 3.2497 0.9227
N 1.4486 -1.2864 0.4603
H -0.3366 2.7076 3.5356
H -2.4989 0.2538 0.4726
H 1.4657 -0.3322 -4.7141
H -2.5725 3.4551 3.5045
H 2.1372 -1.7442 -5.5565
H 0.6173 -0.8193 0.8262
B 2.8124 -1.5093 -3.4170
H 2.0121 -0.5826 0.0077
O 3.8759 -0.5857 -3.4237
O -0.2706 -2.6274 -0.6862
H -4.3689 1.8975 2.5608
N -1.0642 1.9896 3.3936
H -0.7053 1.3555 2.6580
H -0.3735 -2.7998 -1.6199
H -2.8768 1.6243 -0.6154
H -3.6831 1.3818 4.1021
H 3.7294 0.0129 -2.6916
*
```

Results
relative energy (zero: lowest compared OMol25 entry of this formula, charge and spin)	13.1	kcal per mole
HOMO energy	-0.894	eV
largest force on an atom	0.0512	Eh/bohr

Atomic partial charges in e from the natural (NBO) method, atoms 1 to 4:
1. C -0.261
2. H 0.227
3. C 0.621
4. O -0.729

***

Below is 2 unconnected molecules or ions with the total composition C6H20N4P2 in a non-equilibrium geometry, with properties calculated with wB97M-V/def2-TZVPD.

ORCA input file:
```
! wB97M-V def2-TZVPD RIJCOSX def2/J DEFGRID3
* xyz 0 1
N -2.7328 -1.4646 0.6148
H 5.0960 1.3046 1.0879
H -2.4902 -1.8892 -0.2792
C -3.2336 0.0451 -2.1500
P -2.1886 0.1817 0.2732
H -3.7137 -1.4992 0.8852
H -0.0623 1.2183 -1.3571
H -0.6978 -0.0245 3.0313
H 4.4316 -1.5375 -0.0285
H -3.2045 0.3797 -3.1418
N -0.5709 -0.0595 0.9512
H -1.0450 1.3147 -2.9358
H -1.5071 2.3013 -1.5401
N 5.5943 0.0844 -0.4191
H -0.4622 -1.9615 1.8524
H 3.7411 0.2174 0.5654
H -0.8751 1.5326 2.2638
P -3.2595 1.8380 0.8141
H 0.8069 0.7053 2.4121
H 5.9441 -1.9128 -0.9109
H -3.9973 0.6476 -1.5475
N -1.9491 0.1915 -1.4165
C 5.4069 -1.1689 -0.4994
C 4.5710 0.8094 0.2272
H -3.4135 -1.0617 -2.1507
C -0.1505 -1.4646 0.8194
H 0.9027 -1.5860 0.6425
C -0.2586 0.5973 2.2065
H -0.5358 -1.7814 -0.1295
H 4.1837 1.5159 -0.3732
C -1.0659 1.3590 -1.8349
H -3.2645 1.1677 2.0672
*
```

Results
relative energy (zero: lowest compared OMol25 entry of this formula, charge and spin)	1.3	kcal per mole
HOMO energy	-7.623	eV
largest force on an atom	0.1070	Eh/bohr
structure (SMILES)	CN(C)P(N)(=P)N(C)C.C=NC

Atomic partial charges in e from the natural (NBO) method, atoms 1 to 4:
1. N -1.175
2. H 0.205
3. H 0.384
4. C -0.429

***

Below is a molecular structure, C6H20N5O4Y in a non-equilibrium geometry, with properties calculated with wB97M-V/def2-TZVPD.

ORCA input file:
```
! wB97M-V def2-TZVPD RIJCOSX def2/J DEFGRID3
* xyz 2 1
H -24.9507 -0.2271 -15.7608
H -30.7261 -1.6368 -20.1661
N -27.8592 -3.0592 -22.9045
C -27.4813 -4.2404 -22.4705
O -30.1299 -0.8785 -20.3213
N -32.2262 -2.0410 -23.2528
Y -28.5346 1.9205 -19.3696
N -26.6632 -0.8638 -17.8242
H -32.1112 -2.9715 -23.6286
H -31.5664 -1.7617 -22.5409
H -32.6246 -0.1469 -22.0492
C -26.7108 -1.2504 -16.4469
H -27.1986 0.4273 -15.2650
H -26.9716 -2.3085 -16.4251
H -28.5085 -2.4896 -22.3808
H -29.9630 -1.8734 -15.4248
H -30.5266 -0.1964 -15.1120
O -26.7028 -5.0354 -23.0211
C -25.2271 -1.2670 -15.9346
N -33.3595 -0.3732 -22.7040
O -28.8094 -0.3097 -16.2422
H -27.5385 -2.7019 -23.7930
H -24.6222 -1.8202 -16.6530
O -34.0475 -1.5754 -24.3916
H -28.9684 -4.0741 -21.0717
C -27.6416 -0.5591 -15.4021
H -25.8183 -1.1428 -18.3022
H -27.2889 -1.4648 -18.3412
H -30.6109 -0.9931 -16.6713
H -34.0832 0.3054 -22.8936
N -28.1013 -4.5129 -21.3467
H -27.7837 -1.0433 -14.4359
H -25.2137 -1.8109 -14.9901
C -29.9805 -0.8480 -15.7940
C -33.2928 -1.4037 -23.4897
H -27.9530 -5.5044 -21.2237
*
```

Results
HOMO energy	-13.900	eV
largest force on an atom	0.1509	Eh/bohr

Atomic partial charges in e from the natural (NBO) method, atoms 1 to 4:
1. H 0.211
2. H 0.466
3. N -0.835
4. C 0.744

***

Below is C6H20N6 in the gas phase in a non-equilibrium geometry, with properties calculated with wB97M-V/def2-TZVPD.

ORCA input file:
```
! wB97M-V def2-TZVPD RIJCOSX def2/J DEFGRID3
* xyz 0 1
C -0.7604 1.3977 0.2312
N 2.8610 -0.3756 -1.1249
H 0.5507 2.1133 -1.2829
H 3.2883 -1.3765 -1.1206
H -0.8105 0.8629 -1.8313
H 0.5256 1.6644 2.1025
H -2.9834 -0.0538 -1.4228
H 1.6658 -2.6465 -0.1708
H 2.3725 -0.2085 -2.0022
N 1.8545 -0.0712 -0.1335
N 2.3345 -0.1125 1.1575
H 2.8639 -0.9269 1.4093
C 0.2405 2.1640 1.1413
H -1.2280 2.6700 -1.6935
H -0.5912 -0.5086 1.4754
N -2.3910 -0.8382 -1.3410
H 0.0003 -3.0380 0.1083
H -3.0169 -1.5718 -1.6693
H 0.0785 3.2651 1.3196
C -0.5925 -0.1366 0.4332
H -2.7517 -1.0548 1.7495
N -1.9308 -0.9320 0.0280
C -0.5387 1.7799 -1.2738
H 1.1179 2.2368 0.5886
C 0.8204 -2.2647 0.2942
H 0.9638 -2.2155 1.3270
C 0.6463 -0.7988 -0.2673
H -3.3241 0.2538 0.6758
H 3.0147 0.6759 1.1490
H -1.7318 1.6801 0.5942
N -3.0700 -0.6976 0.8210
H 0.5217 -0.9357 -1.2717
*
```

Results
relative energy (zero: lowest compared OMol25 entry of this formula, charge and spin)	51.1	kcal per mole
HOMO energy	-8.295	eV
largest force on an atom	0.0784	Eh/bohr
structure (SMILES)	CC(C)[C@H]([C@H](C)N(N)N)N(N)N

Atomic partial charges in e from the natural (NBO) method, atoms 1 to 4:
1. C -0.261
2. N -0.688
3. H 0.220
4. H 0.324

***

Below is 4 unconnected molecules or ions with the total composition C6H20O4 in a non-equilibrium geometry, with properties calculated with wB97M-V/def2-TZVPD.

ORCA input file:
```
! wB97M-V def2-TZVPD RIJCOSX def2/J DEFGRID3
* xyz 0 1
H -0.7818 -0.0995 0.5006
C 2.0853 1.3590 -2.9089
H 1.1783 -0.5545 3.0017
C 0.4108 -0.8285 3.7255
O -1.3819 0.0035 2.3648
H 3.5905 2.5365 -3.9333
C -1.9040 -1.9592 3.6160
H -1.4827 -2.8727 4.0357
C -0.8096 -1.1638 2.9045
H -3.3311 -1.8918 -1.5089
H 0.9640 0.6738 -1.3088
H 0.9290 -1.5607 4.3447
H 0.1311 1.6240 -3.7843
H 2.8425 0.5787 -2.8332
O -0.5314 -0.1649 -0.4210
C 2.7960 2.7077 -3.2069
H 1.3581 0.9427 -4.9264
H -1.8727 0.4523 3.0571
H -2.1473 -1.3585 4.4923
H 3.3689 3.0647 -2.3511
O 1.4194 1.4711 -1.5890
H 2.0457 3.4545 -3.4664
H -2.7431 -2.2092 2.9667
H 0.6131 -0.0026 -3.6557
O -2.8104 -1.6245 -0.7515
H -3.4549 -1.3212 -0.1121
C 1.0072 0.9851 -3.8953
H 0.2565 0.0321 4.3765
H -0.4160 -1.8267 2.1339
H -1.3298 -0.4473 -0.8671
*
```

Results
relative energy (zero: lowest compared OMol25 entry of this formula, charge and spin)	11.1	kcal per mole
HOMO energy	-9.250	eV
largest force on an atom	0.0410	Eh/bohr
structure (SMILES)	CC(C)O.CC(C)O.O.O

Atomic partial charges in e from the natural (NBO) method, atoms 1 to 4:
1. H 0.490
2. C 0.103
3. H 0.225
4. C -0.646

***

Below is a molecular structure, C6H21GaNO4, with properties calculated with wB97M-V/def2-TZVPD.

ORCA input file:
```
! wB97M-V def2-TZVPD RIJCOSX def2/J DEFGRID3
* xyz -1 1
H -5.4287 0.6742 3.5119
H 2.6316 -2.9843 -2.8128
C -1.3043 0.4261 -0.6326
H -1.8783 2.2597 0.1014
H 2.6179 -0.7350 2.1008
H 1.3500 -0.7417 -1.5251
C 4.1426 -2.0732 -1.5937
H 0.9314 1.8524 -1.9837
O 4.3211 -2.8642 -3.9106
H -4.3957 0.3009 1.2378
H -6.4199 1.3709 2.2280
H 3.9049 -4.0984 -2.2965
C -4.3155 1.2660 1.7483
H 5.2720 -2.8506 -3.7675
C 3.7030 -3.0742 -2.6365
H -2.9451 0.7001 3.0162
C 1.4909 1.1577 0.8755
H -1.4773 -0.0038 0.3635
O 2.8812 0.8841 1.1993
N -2.1185 1.6777 -0.6929
O -3.0420 1.4023 2.3665
H -1.7488 -0.2858 -1.3400
H 3.6394 -2.2510 -0.6445
H -1.8500 2.1989 -1.5202
Ga 0.7024 0.6182 -0.9496
H 5.2246 -2.1328 -1.4299
H -5.3916 2.4192 3.2215
H -4.3421 2.0277 0.9718
H 3.8824 -1.0611 -1.8986
H 0.8874 0.7661 1.7184
O 3.0549 -0.5412 1.2586
C -5.4558 1.4444 2.7358
H 1.4758 2.2509 0.9794
*
```

Results
HOMO energy	-3.670	eV
largest force on an atom	0.0054	Eh/bohr

Atomic partial charges in e from the natural (NBO) method, atoms 1 to 4:
1. H 0.188
2. H 0.192
3. C -0.671
4. H 0.344